The following is a quantum chemistry calculation of a single C24H28N6O5 molecule at a distorted geometry, from the OMol25 dataset.

CARTESIAN COORDINATES (ANGSTROEM)
1 C 7.650 1.829 0.022
2 C 6.512 0.977 -0.408
3 C 6.313 0.241 -1.545
4 C 5.050 -0.368 -1.412
5 C 4.563 0.042 -0.195
6 C 3.326 -0.279 0.443
7 N 2.389 -1.077 -0.117
8 N 1.420 -1.147 0.724
9 N 1.746 -0.421 1.763
10 C 0.905 -0.254 2.910
11 C -0.576 -0.419 2.528
12 O -1.265 -1.225 3.113
13 N -1.036 0.326 1.500
14 C -0.358 1.458 0.896
15 C -1.196 2.696 0.979
16 C -1.887 3.249 2.017
17 C -2.508 4.411 1.499
18 C -2.142 4.479 0.192
19 O -1.344 3.448 -0.131
20 C -2.407 0.024 1.082
21 C -2.591 -1.470 0.682
22 O -3.658 -2.008 0.873
23 N -1.544 -1.993 0.034
24 C -1.463 -3.381 -0.427
25 C -2.622 -3.666 -1.385
26 C -0.130 -3.530 -1.159
27 C -1.522 -4.317 0.782
28 C -2.872 0.812 -0.091
29 C -3.978 1.592 -0.257
30 C -3.969 2.006 -1.612
31 C -2.867 1.443 -2.181
32 C -2.310 1.522 -3.556
33 O -2.201 0.707 -1.263
34 N 2.924 0.149 1.640
35 O 5.453 0.859 0.412
36 H 8.071 1.455 0.954
37 H 8.419 1.830 -0.743
38 H 7.314 2.851 0.196
39 H 6.988 0.148 -2.371
40 H 4.553 -1.019 -2.101
41 H 1.116 0.718 3.362
42 H 1.124 -1.035 3.647
43 H 0.589 1.640 1.407
44 H -0.147 1.255 -0.161
45 H -1.955 2.871 3.017
46 H -3.136 5.096 2.031
47 H -2.367 5.184 -0.583
48 H -3.093 0.204 1.918
49 H -0.667 -1.490 0.023
50 H -3.568 -3.539 -0.868
51 H -2.555 -4.684 -1.759
52 H -2.590 -2.978 -2.227
53 H 0.699 -3.287 -0.500
54 H -0.010 -4.551 -1.509
55 H -0.092 -2.863 -2.017
56 H -2.458 -4.168 1.312
57 H -0.702 -4.102 1.463
58 H -1.456 -5.354 0.463
59 H -4.699 1.845 0.492
60 H -4.687 2.637 -2.093
61 H -2.150 0.522 -3.958
62 H -1.351 2.040 -3.551
63 H -2.999 2.060 -4.199

Results
Energy above the lowest of the compared OMol25 structures with the same formula, charge and spin (kJ/mol): 12.6
Energy (Ha): -1636.05215
Frontier orbital gap (eV): 8.6
Max |F| (eV/Å): 1.4
SMILES string: Cc1ccc(-c2nnn(CC(=O)N(Cc3ccco3)[C@H](C(=O)NC(C)(C)C)c3ccc(C)o3)n2)o1

Here are the Löwdin charges for atoms 1 to 4, given in e: 0.00 -0.32 -0.02 0.00